1.
The following is a DFT calculation (wB97M-V/def2-TZVPD) of 7 unconnected molecules or ions with the total composition C26H31Cl4F3O2 in a non-equilibrium geometry.

Its SMILES is Fc1ccccc1.Fc1ccccc1.Fc1ccccc1.CC(C)=O.CC(C)=O.ClCCl.ClCCl. Its LUMO energy is 0.00763 Eh. The calculation puts the HOMO-LUMO gap at 9.424 eV. The calculation puts the total energy at -89799.478 eV.

Cartesian coordinates (Å):
F (7.94277, 0.86512, 6.86026)
C (6.94659, 0.77753, 5.96438)
C (6.15659, -0.34093, 5.83767)
C (5.14451, -0.34738, 4.89020)
C (4.83365, 0.81834, 4.14691)
C (5.73171, 1.90900, 4.26737)
C (6.81905, 1.88272, 5.17027)
H (6.29062, -1.20428, 6.47256)
H (4.60861, -1.28386, 4.84333)
H (3.95820, 0.79786, 3.51481)
H (5.54979, 2.76072, 3.62872)
H (7.61542, 2.59653, 5.32082)
F (-4.62078, -9.10796, 0.44386)
C (-4.13211, -7.97403, 0.95931)
C (-4.30567, -7.51981, 2.29059)
C (-3.77202, -6.23169, 2.69827)
C (-3.09744, -5.45320, 1.83176)
C (-2.70429, -5.92397, 0.55395)
C (-3.25315, -7.18281, 0.20462)
H (-4.81931, -8.22991, 2.92174)
H (-3.92943, -5.74502, 3.64946)
H (-2.75501, -4.46924, 2.11629)
H (-2.12758, -5.31367, -0.12527)
H (-2.98163, -7.44225, -0.80799)
F (-1.07142, 1.79532, 3.28269)
C (-0.70165, 2.68355, 4.19232)
C (-0.33641, 2.25062, 5.42327)
C (0.18631, 3.16570, 6.33243)
C (0.35104, 4.49096, 5.89349)
C (-0.08556, 4.96776, 4.62930)
C (-0.66439, 4.00081, 3.76554)
H (-0.44668, 1.20502, 5.67018)
H (0.55964, 2.74100, 7.25257)
H (0.81555, 5.18546, 6.57782)
H (-0.04893, 6.01121, 4.35312)
H (-1.05524, 4.18820, 2.77633)
C (3.64711, 6.50041, -0.76823)
C (2.27402, 7.14636, -0.93145)
C (1.31541, 6.70465, -2.06865)
O (1.89360, 7.89566, -0.07603)
H (3.79476, 5.45706, -1.04700)
H (3.95577, 6.61771, 0.27055)
H (4.31982, 7.12597, -1.35493)
H (1.28015, 5.61626, -2.11648)
H (1.81292, 6.98721, -2.99641)
H (0.30862, 7.11807, -2.00904)
C (-2.23875, -4.92924, -9.29745)
C (-2.77721, -3.50844, -9.11735)
C (-1.84779, -2.41743, -8.85554)
O (-3.97216, -3.33202, -9.11021)
H (-1.31862, -4.92446, -9.88177)
H (-3.09070, -5.50947, -9.65186)
H (-2.09677, -5.35194, -8.30283)
H (-1.51978, -2.18525, -9.86876)
H (-1.05688, -2.82837, -8.22810)
H (-2.43219, -1.59669, -8.43966)
Cl (-6.21201, 0.27389, -3.41006)
C (-5.62597, -1.05448, -4.46453)
Cl (-4.63574, -2.14789, -3.53847)
H (-6.39321, -1.67683, -4.92512)
H (-4.89144, -0.60121, -5.13019)
Cl (0.98254, 1.26588, -1.59100)
C (-0.32021, 0.51141, -2.42717)
Cl (-0.39289, 1.30289, -4.04915)
H (-0.14983, -0.55760, -2.55476)
H (-1.21390, 0.77445, -1.86130)

2.
The following is a DFT calculation (wB97M-V/def2-TZVPD) of a single C26H31FN4O2 molecule.

The calculation puts the relative energy (zero: lowest compared OMol25 entry of this formula, charge and spin) at 8.7 kcal/mol. Its SMILES is COc1cc(CN2CCC(n3nccc3NC(=O)CCCc3ccccc3)CC2)ccc1F. Its LUMO energy is 0.02134 Eh. The calculation puts the HOMO-LUMO gap at 9.004 eV. The calculation puts the total energy at -40238.088 eV.

Cartesian coordinates (Å):
C (-7.31415, -1.11256, 4.71190)
O (-6.00265, -0.69129, 4.40263)
C (-5.28685, -1.34131, 3.45037)
C (-4.00591, -0.83034, 3.21951)
C (-3.14933, -1.38128, 2.28633)
C (-1.76734, -0.82291, 2.07773)
N (-1.43023, -0.77575, 0.66700)
C (-0.02014, -0.53732, 0.44005)
C (0.29702, -0.69341, -1.04354)
C (-0.52667, 0.31473, -1.84897)
N (-0.26723, 0.16792, -3.26401)
N (-1.07891, -0.56817, -4.01856)
C (-0.55442, -0.60004, -5.22675)
C (0.63683, 0.12720, -5.27186)
C (0.78827, 0.61346, -3.98504)
N (1.86694, 1.36458, -3.50387)
C (1.83239, 2.48883, -2.73158)
O (0.81791, 2.93264, -2.23995)
C (3.19627, 3.10720, -2.48947)
C (3.79016, 2.59181, -1.17205)
C (4.22199, 1.12333, -1.24913)
C (4.77281, 0.67472, 0.07528)
C (6.13347, 0.74855, 0.34118)
C (6.63236, 0.36938, 1.57488)
C (5.77396, -0.08598, 2.56055)
C (4.41514, -0.16029, 2.30590)
C (3.91916, 0.21892, 1.07171)
C (-2.00285, 0.08125, -1.54641)
C (-2.23373, 0.20271, -0.04505)
C (-3.57016, -2.47850, 1.54150)
C (-4.83060, -2.99823, 1.74246)
C (-5.67616, -2.43927, 2.68609)
F (-6.90230, -3.01335, 2.82791)
H (-7.33070, -2.13667, 5.09334)
H (-7.65823, -0.43253, 5.48982)
H (-7.97761, -1.03781, 3.84659)
H (-3.70799, 0.02302, 3.80908)
H (-1.68801, 0.16946, 2.55695)
H (-1.04866, -1.48791, 2.56975)
H (0.27979, 0.47526, 0.77356)
H (0.55216, -1.27056, 1.01579)
H (1.36556, -0.54265, -1.21194)
H (0.03413, -1.70287, -1.36388)
H (-0.25332, 1.33486, -1.55947)
H (-1.04325, -1.13460, -6.01631)
H (1.28745, 0.28635, -6.10733)
H (2.73330, 1.16660, -3.98456)
H (3.87858, 2.90083, -3.31603)
H (3.05279, 4.18577, -2.41080)
H (3.04899, 2.71133, -0.37938)
H (4.65783, 3.20134, -0.91084)
H (4.98363, 1.01018, -2.02465)
H (3.36316, 0.50390, -1.51620)
H (6.80862, 1.10214, -0.42556)
H (7.69372, 0.42899, 1.76688)
H (6.16256, -0.38284, 3.52335)
H (3.73974, -0.51492, 3.07078)
H (2.85795, 0.15832, 0.87710)
H (-2.28346, -0.91550, -1.88383)
H (-2.61318, 0.80997, -2.07902)
H (-1.99180, 1.23059, 0.28395)
H (-3.28397, 0.01066, 0.18345)
H (-2.90822, -2.90214, 0.80472)
H (-5.18659, -3.84580, 1.17797)

3.
The following is a DFT calculation (wB97M-V/def2-TZVPD) of a molecular structure, C26H31IN7STl.

The calculation puts the relative energy (zero: lowest compared OMol25 entry of this formula, charge and spin) at 0.0 kcal/mol. Its spin multiplicity is 2. Its LUMO energy (spin up / spin down) is -0.10789 / -0.15147 Eh. The calculation puts the HOMO-LUMO gap (spin up / spin down) at 6.385 / 6.677 eV. The calculation puts the total energy at -61519.718 eV. Its total charge is +1.

Cartesian coordinates (Å):
Tl (0.36689, -0.25952, 0.68522)
C (-0.12478, 2.35010, -1.61173)
N (-1.02742, 1.36380, -1.03090)
C (-2.03252, 1.97914, -0.17241)
C (-1.45381, 2.52144, 1.11354)
C (-2.26087, 3.20904, 2.01135)
C (-1.68996, 3.73150, 3.15759)
C (-0.32446, 3.58433, 3.35552)
C (0.39621, 2.86376, 2.42313)
N (-0.15907, 2.32429, 1.34221)
C (-1.63715, 0.55342, -2.07308)
C (-2.26820, -0.70932, -1.54130)
C (-3.17855, -1.41984, -2.31425)
C (-3.74154, -2.57328, -1.79567)
C (-3.39789, -2.96806, -0.51160)
C (-2.46782, -2.21293, 0.18005)
N (-1.91224, -1.11971, -0.32965)
C (1.16209, 1.72784, -2.08743)
C (1.78702, 2.16110, -3.25135)
C (3.00290, 1.60250, -3.60908)
C (3.55701, 0.62123, -2.80034)
C (2.85931, 0.23606, -1.66830)
N (1.69898, 0.77926, -1.32960)
H (-0.60473, 2.89443, -2.43761)
H (0.13459, 3.07322, -0.83617)
H (-2.55016, 2.79862, -0.69750)
H (-2.78318, 1.22541, 0.07822)
H (-3.31771, 3.31904, 1.81719)
H (-2.29980, 4.25012, 3.88255)
H (0.16343, 4.00620, 4.21947)
H (1.46205, 2.71090, 2.52955)
H (-2.39707, 1.12648, -2.62817)
H (-0.85499, 0.27044, -2.78574)
H (-3.43708, -1.06960, -3.30336)
H (-4.44017, -3.15078, -2.38377)
H (-3.83750, -3.84063, -0.05644)
H (-2.16162, -2.48010, 1.18231)
H (1.32506, 2.92403, -3.85987)
H (3.50733, 1.92649, -4.50782)
H (4.50556, 0.16654, -3.04214)
H (3.22752, -0.53339, -1.00249)
C (4.92091, -3.98264, 0.09310)
C (4.28377, -3.30695, 1.29676)
N (3.02164, -2.73029, 0.88738)
C (2.26513, -3.18048, -0.13854)
N (1.20453, -2.49697, -0.48146)
C (0.40401, -2.90861, -1.61898)
C (1.13796, -3.86139, -2.55713)
C (1.76195, -4.95108, -1.70017)
N (2.66145, -4.32646, -0.75347)
C (3.91561, -4.98779, -0.44285)
H (5.84838, -4.48505, 0.36132)
H (5.13867, -3.23442, -0.67272)
H (4.91752, -2.50736, 1.68520)
H (4.11930, -4.04088, 2.09538)
H (2.78455, -1.82249, 1.25789)
H (0.10987, -2.00528, -2.16293)
H (-0.51917, -3.38006, -1.25969)
H (1.92077, -3.32085, -3.09448)
H (0.45007, -4.29430, -3.28275)
H (2.32936, -5.66316, -2.30062)
H (0.97415, -5.50455, -1.17372)
H (4.29047, -5.44409, -1.36219)
H (3.75786, -5.78480, 0.29467)
S (2.63653, 0.22164, 3.56118)
C (2.64028, 0.08983, 2.03793)
I (-1.00239, -0.75174, 3.30456)